Entry 1:
H6N2 | ωB97M-V with the def2-TZVPD basis set

The geometry in XYZ format:
```
8
Properties=species:S:1:pos:R:3:forces:R:3
N 0.44227 0.31526 -1.72583 -0.367 0.259 0.034
H -0.12854 -0.53236 -1.64616 0.305 0.484 0.079
H -0.15574 1.03977 -2.13582 0.286 -0.372 0.149
H 0.66342 0.61637 -0.77134 -0.222 -0.372 -0.434
N -0.06068 -0.33909 1.32259 -0.228 -0.050 0.537
H 0.00933 0.51821 1.88005 -0.076 -0.437 -0.206
H 0.28883 -1.10450 1.90793 -0.175 0.388 -0.265
H -1.05889 -0.51367 1.16857 0.477 0.100 0.106
```
Forces are in eV/Å.

- Net charge: 0
- DFT total energy: -3077.6560 eV

Entry 2:
H6N4OS | ωB97M-V with the def2-TZVPD basis set

The geometry in XYZ format:
```
12
Properties=species:S:1:pos:R:3:forces:R:3
N -1.56911 -0.18695 -0.43440 -1.185 2.061 1.230
N 0.76938 1.28958 0.08645 0.541 0.144 -0.195
N 0.23729 -1.67985 -0.21472 -0.201 -1.495 -0.675
N 0.75653 0.26924 1.01398 -1.240 -0.766 0.482
O -2.24330 1.12711 0.23102 2.078 -2.174 -0.106
S -0.74131 -0.83500 0.79608 1.474 2.571 0.308
H 1.21876 0.94680 -0.76000 -0.353 0.098 0.163
H -0.16096 1.64934 -0.11288 0.091 0.004 -0.119
H -0.38149 -1.83695 -0.98300 -0.158 -0.679 -1.246
H 0.51725 -2.55610 0.20393 0.034 -0.246 -0.006
H 0.77732 0.58908 1.95646 -0.281 0.849 0.691
H -3.10630 1.15435 -0.15571 -0.801 -0.368 -0.526
```
Forces are in eV/Å.

- Net charge: 0
- DFT total energy: -18935.1629 eV

Entry 3:
H6N5P | ωB97M-V with the def2-TZVPD basis set

The geometry in XYZ format:
```
12
Properties=species:S:1:pos:R:3:forces:R:3
H -1.62116 1.23578 -1.43023 -0.687 -0.145 0.252
N -1.83839 0.29622 -1.03888 -0.243 0.060 -1.061
N -0.88917 -0.38461 -1.44469 1.209 -1.727 -0.679
H -0.88463 -1.41360 -1.11483 -0.500 1.772 -0.041
N -0.93848 0.62910 1.26362 -0.503 3.265 -4.082
N 0.20279 0.09562 0.83833 1.259 -0.632 1.218
P 1.23153 0.72362 -0.17771 -0.506 -0.922 -0.041
N 2.32181 -0.58432 -0.07372 0.789 0.726 0.428
H -1.33572 0.07758 1.90860 -1.478 -2.770 3.104
H -1.62318 0.49359 0.37434 0.330 0.810 1.825
H 2.16103 -1.04428 0.82693 -0.359 -0.200 -0.396
H 3.21357 -0.12470 0.06825 0.690 -0.239 -0.526
```
Forces are in eV/Å.

- Net charge: 0
- DFT total energy: -16832.7024 eV

What did we get for maximum force? Answer: 0.012 0.059 0.102 Eh/bohr, in the order shown.
What did we get for HOMO energy? Answer: -9.488 -8.450 -8.054 eV, in the order shown.
What did we get for frontier orbital gap? Answer: 10.46 8.83 8.34 eV, in the order shown.